Record 1
This record from OMol25 describes a cluster of 2 separate species, C6H14O in total in a non-equilibrium geometry. The level of theory is the ωB97M-V functional and the def2-TZVPD basis.

Geometry as XYZ:
```
21
Properties=species:S:1:pos:R:3:mulliken_charge:R:1
O -2.58451 3.52922 -1.65680 -0.618
C -0.08106 1.18890 -0.79918 -1.318
C -0.07323 -1.25269 -0.54502 -0.712
C -0.19605 0.13791 0.02356 1.188
C -0.64822 0.33111 1.41815 -1.332
C 0.94270 -2.10623 0.27048 -0.480
C 2.29363 -1.38111 0.42090 -1.061
H 0.49873 -2.38450 1.22521 0.309
H 0.40305 -1.19031 -1.52585 0.308
H 0.16644 0.42838 2.14352 0.252
H 1.21682 -2.99170 -0.31696 0.352
H 3.10924 -1.91116 0.91862 0.358
H -1.28185 -0.48624 1.78517 0.334
H -0.94667 -1.89989 -0.64326 0.279
H -0.32667 2.16088 -0.38346 0.337
H -3.33789 4.14375 -1.65066 0.307
H 2.61678 -0.96249 -0.52877 0.283
H 2.14225 -0.58759 1.16836 0.210
H -1.27199 1.22124 1.52904 0.430
H 0.30482 1.13881 -1.80650 0.265
H -2.94631 2.87370 -1.04656 0.308
```

Values from the calculation:
Spin multiplicity: 1
Relative energy (zero: lowest compared OMol25 entry of this formula, charge and spin) (kcal/mol): 29.3
SMILES: C=C(C)CCC.O
HOMO-LUMO gap (eV): 9.896
Total charge: 0
F_max (eV/A): 2.418
LUMO level (eV): 0.79

---

Record 2
This record from OMol25 describes a cluster of 2 separate species, C6H14O in total in a non-equilibrium geometry. The level of theory is the ωB97M-V functional and the def2-TZVPD basis.

Geometry as XYZ:
```
21
Properties=species:S:1:pos:R:3:mulliken_charge:R:1
O 3.41055 -1.12095 -0.81006 -0.658
C -1.85256 -0.09539 1.92250 -1.462
C 0.55873 0.99067 -0.82260 -0.097
C -0.65104 -0.12565 0.91750 0.476
C -0.82261 -1.03338 -0.30791 -0.743
C -0.27236 1.30787 0.40204 -0.853
C -0.15684 -0.25636 -1.50223 -0.485
H 3.56031 -0.28407 -0.31462 0.312
H 0.72021 1.86050 -1.48801 0.393
H -1.14665 1.93646 0.14523 0.316
H 1.55215 0.57906 -0.55966 -0.221
H -1.55965 0.59222 2.73369 0.362
H -1.89964 -1.13790 -0.54146 0.227
H 0.25090 -0.49877 1.44397 0.179
H 0.57383 -0.91652 -2.00796 0.229
H 3.39537 -0.84994 -1.75588 0.329
H 0.38596 1.90163 1.06500 0.348
H -0.41542 -2.04834 -0.13617 0.320
H -0.86307 0.11441 -2.26983 0.302
H -2.84848 0.20101 1.55249 0.349
H -1.91971 -1.11656 2.33398 0.378
```

Values from the calculation:
Spin multiplicity: 1
Relative energy (zero: lowest compared OMol25 entry of this formula, charge and spin) (kcal/mol): 12.9
SMILES: CC1CCCC1.O
HOMO-LUMO gap (eV): 11.561
Total charge: 0
F_max (eV/A): 1.745
LUMO level (eV): 0.82